[1]
The following is a quantum chemistry calculation of a structure of composition C19H23N6S3Ti at a distorted geometry, from OMol25.

The geometry in XYZ format:
```
52
Properties=species:S:1:pos:R:3:forces:R:3
Ti -0.1441 0.3979 -1.0188 0.28 -0.03 -0.64
C -0.2146 -0.5192 1.8119 0.20 0.01 0.09
C 0.8567 0.5452 1.6671 -0.02 0.06 0.05
N 1.5231 0.4304 0.3284 -0.13 0.23 0.08
C 2.4187 1.5903 0.0490 0.06 0.01 -0.10
C 1.5540 2.7577 -0.3313 -0.14 -0.11 0.00
C 1.8868 4.0796 -0.1542 0.06 0.08 -0.06
C 0.9697 5.0540 -0.5379 -0.01 0.00 0.00
C -0.2661 4.6847 -1.0633 0.06 0.07 -0.09
C -0.5391 3.3468 -1.2211 -0.03 -0.14 0.11
C -1.8266 2.7827 -1.7489 0.02 0.00 -0.04
N -2.0291 1.4396 -1.1201 -0.01 0.08 0.09
C -2.5185 1.5485 0.2896 0.02 0.00 0.03
C -2.4931 0.1675 0.9097 -0.06 -0.07 -0.05
N -1.1725 -0.5024 0.6569 -0.07 0.24 0.02
N 0.3599 2.4020 -0.8584 0.05 0.09 0.11
H -0.7336 -0.3708 2.7591 -0.12 -0.04 -0.05
H 0.2381 -1.5126 1.8352 -0.01 0.06 0.01
H 1.5892 0.4538 2.4710 0.05 -0.02 -0.05
H 0.4342 1.5505 1.7349 -0.01 0.00 0.00
H 2.0724 -0.4296 0.3119 -0.05 -0.04 -0.04
H 3.0758 1.3262 -0.7830 0.02 0.00 0.02
H 3.0454 1.8287 0.9095 0.00 -0.08 0.03
H 2.8388 4.3529 0.2816 0.00 0.00 0.00
H 1.2072 6.1018 -0.4022 0.00 0.00 0.00
H -0.9998 5.4310 -1.3382 0.00 0.00 0.00
H -1.7685 2.6498 -2.8309 -0.02 0.02 0.00
H -2.6637 3.4499 -1.5398 -0.06 -0.07 0.02
H -2.7232 0.9341 -1.6745 0.01 -0.02 0.00
H -3.5237 1.9715 0.3228 -0.01 -0.01 -0.05
H -1.8595 2.2427 0.8154 0.02 -0.03 0.01
H -3.2674 -0.4566 0.4603 0.00 0.00 -0.01
H -2.7015 0.2180 1.9778 0.02 -0.01 0.01
H -1.3599 -1.4867 0.4528 0.02 -0.02 0.04
S 1.3473 -5.1158 -2.5274 0.04 -0.11 -0.03
C 0.9626 -3.5716 -2.5171 -0.20 0.29 0.08
S 0.8689 -2.5106 -3.9896 0.04 -0.30 -0.15
C 0.4544 -1.2077 -3.0316 0.01 0.40 0.10
N 0.3823 -1.4373 -1.7381 -0.46 -0.76 0.51
N 0.5929 -2.7714 -1.4425 0.35 0.02 -0.17
C 0.4949 -3.2465 -0.0954 -0.10 -0.07 0.10
C -0.7657 -3.5425 0.4184 0.04 -0.23 -0.17
C -0.8809 -4.0188 1.7163 0.08 -0.03 0.06
C 0.2669 -4.2202 2.4807 -0.06 0.00 -0.03
C 1.5220 -3.9620 1.9447 0.05 0.01 0.01
C 1.6447 -3.4759 0.6471 -0.02 0.21 0.00
S 0.1198 0.4618 -3.3945 0.09 0.37 0.18
H -1.6342 -3.4909 -0.2318 -0.04 0.02 -0.01
H -1.8524 -4.2795 2.1153 0.00 0.01 0.00
H 0.1826 -4.6157 3.4842 0.00 0.00 0.00
H 2.4094 -4.1612 2.5308 0.01 0.00 -0.01
H 2.6191 -3.2943 0.2080 0.01 -0.07 0.00
```
Positions in Å, forces in eV/Å.

Values from the calculation:
Charge: +3
Energy relative to the best compared isomer or geometry (same formula, charge and spin) (kcal per mole): 7.4
Multiplicity: 1
Frontier orbital gap (eV): 5.4
HOMO level (eV): -16.90
E (a.u.): -3109.4937

Results of the Löwdin charge analysis, in e, for atoms 1 through 8: number 1, Ti, carries 1.064; number 2, C, carries -0.119; number 3, C, carries -0.125; number 4, N, carries -0.105; number 5, C, carries -0.065; number 6, C, carries -0.218; number 7, C, carries 0.057; number 8, C, carries 0.061


[2]
The following is a quantum chemistry calculation of an isolated molecule of C19H23NO3, from OMol25.

The geometry in XYZ format:
```
46
Properties=species:S:1:pos:R:3:forces:R:3
C -1.5650 -1.0425 3.1451 0.00 0.07 0.03
C -0.5323 -0.3765 2.2866 0.03 0.05 -0.03
C -0.5602 0.9952 2.0900 0.00 -0.02 0.09
C 0.4047 1.6115 1.3149 -0.02 -0.11 0.07
C 1.4112 0.8886 0.6948 0.18 -0.34 -0.24
C 2.4871 1.5268 -0.1493 0.14 0.11 0.00
C 3.7971 1.5654 0.6455 -0.09 -0.11 -0.18
C 2.1343 2.9278 -0.6419 0.01 -0.28 -0.02
C 1.4305 -0.5022 0.8783 -0.11 0.33 0.19
O 2.4632 -1.1824 0.2703 -0.11 0.33 0.11
C 2.2829 -2.5123 -0.1484 -0.21 -0.34 -0.39
C 1.4195 -2.6099 -1.4184 0.42 0.07 0.17
N 0.0819 -2.1192 -1.1965 -0.16 -0.23 -0.07
C -0.2927 -0.8845 -1.6059 -0.18 -0.35 0.09
O 0.4054 -0.2387 -2.3879 0.17 0.27 -0.09
C -1.5580 -0.3543 -1.0572 -0.09 0.39 -0.07
C -2.5109 -1.1496 -0.4196 0.00 0.13 -0.02
C -3.6377 -0.5969 0.1492 -0.09 -0.24 0.09
C -3.8285 0.7785 0.1062 0.11 0.02 -0.07
C -2.9166 1.5836 -0.5359 0.10 0.08 -0.10
C -1.7854 1.0346 -1.1458 -0.14 -0.36 0.04
O -0.9552 1.8581 -1.7892 0.18 0.13 -0.12
C 0.4729 -1.1130 1.6782 0.21 -0.13 0.03
H -1.4510 -2.1241 3.1346 -0.03 -0.09 0.02
H -1.4776 -0.6978 4.1750 -0.04 -0.04 0.09
H -2.5641 -0.7914 2.7923 -0.08 -0.04 0.02
H -1.3414 1.5839 2.5472 -0.11 0.08 0.05
H 0.3598 2.6800 1.1827 0.01 0.16 -0.08
H 2.6372 0.8794 -1.0204 -0.03 0.07 0.06
H 4.5905 2.0000 0.0414 0.14 0.06 -0.04
H 3.6732 2.1688 1.5430 0.00 0.08 0.10
H 4.0921 0.5619 0.9385 0.09 -0.06 0.07
H 1.1537 2.9443 -1.1098 -0.09 0.10 -0.03
H 2.1467 3.6423 0.1787 -0.03 0.13 0.07
H 2.8699 3.2493 -1.3761 0.08 0.07 -0.04
H 3.2887 -2.8759 -0.3757 -0.14 -0.06 0.06
H 1.8609 -3.1408 0.6456 0.10 0.05 -0.03
H 1.3837 -3.6510 -1.7525 0.08 0.06 -0.02
H 1.8550 -1.9866 -2.2032 -0.01 -0.19 0.08
H -0.4477 -2.5600 -0.4618 0.02 0.18 -0.06
H -2.3920 -2.2234 -0.3913 0.02 -0.09 0.02
H -4.3686 -1.2321 0.6265 -0.05 -0.06 0.03
H -4.7019 1.2164 0.5662 -0.07 0.05 0.03
H -3.0543 2.6514 -0.5987 -0.01 0.13 0.00
H -0.2427 1.3015 -2.1966 -0.21 0.01 0.08
H 0.5030 -2.1804 1.8491 0.00 -0.09 0.00
```
Positions in Å, forces in eV/Å.

Values from the calculation:
Energy relative to the best compared isomer or geometry (same formula, charge and spin) (kcal per mole): 0.1
Multiplicity: 1
Frontier orbital gap (eV): 8.7
HOMO level (eV): -8.16
SMILES: Cc1ccc(C(C)C)c(OCCNC(=O)c2ccccc2O)c1
E (a.u.): -1018.3253

Results of the Löwdin charge analysis, in e, for atoms 1 through 8: number 1, C, carries -0.044; number 2, C, carries -0.279; number 3, C, carries -0.046; number 4, C, carries -0.016; number 5, C, carries -0.135; number 6, C, carries -0.366; number 7, C, carries -0.053; number 8, C, carries -0.067


[3]
The following is a quantum chemistry calculation of an isolated molecule of C19H23NO3, from OMol25.

The geometry in XYZ format:
```
46
Properties=species:S:1:pos:R:3:forces:R:3
C -6.1437 -2.8608 -0.5274 -0.19 0.01 -0.04
O -4.7640 -2.9519 -0.2721 0.32 0.01 0.06
C -4.0575 -1.7981 -0.1011 0.02 0.13 0.01
C -4.5889 -0.5183 -0.1565 -0.18 -0.42 -0.05
C -3.7771 0.5922 0.0320 0.36 0.32 0.08
C -2.4231 0.4369 0.2781 -0.15 -0.16 -0.05
O -1.5348 1.4608 0.4758 0.09 -0.15 0.00
C -1.9920 2.7971 0.4105 -0.12 0.48 0.20
C -0.8079 3.7422 0.6113 -0.27 -0.33 -0.20
C 0.1961 3.7396 -0.5519 0.19 0.14 0.08
C 1.4926 2.9790 -0.2830 -0.48 0.21 -0.10
O 2.5822 3.4541 -0.5320 0.37 0.17 -0.13
N 1.3146 1.7529 0.2431 -0.11 -0.40 0.19
C 2.4023 0.8385 0.4821 0.12 -0.05 -0.15
C 2.4675 -0.2610 -0.5910 0.12 0.18 0.24
C 3.5959 -1.2056 -0.2973 -0.11 -0.04 -0.10
C 4.8943 -0.8832 -0.6727 -0.03 -0.02 0.01
C 5.9451 -1.7307 -0.3726 0.10 0.02 -0.01
C 5.7114 -2.9125 0.3105 0.07 -0.07 0.03
C 4.4221 -3.2407 0.6915 0.02 -0.09 0.07
C 3.3722 -2.3907 0.3907 0.02 0.02 -0.02
C -1.8880 -0.8514 0.3368 -0.10 0.18 0.00
C -2.6916 -1.9505 0.1501 -0.17 0.00 -0.04
H -6.4932 -3.8871 -0.6277 -0.03 0.09 0.00
H -6.6754 -2.3778 0.2991 0.02 0.00 -0.03
H -6.3466 -2.3182 -1.4567 0.01 0.00 0.04
H -5.6384 -0.3577 -0.3454 -0.10 -0.03 -0.02
H -4.2268 1.5713 -0.0155 0.00 0.10 0.00
H -2.7377 2.9706 1.1989 0.03 -0.07 -0.12
H -2.4624 2.9875 -0.5642 0.02 -0.04 0.08
H -1.2197 4.7455 0.7294 -0.01 -0.03 0.04
H -0.3026 3.4796 1.5421 -0.06 0.08 0.07
H 0.4858 4.7608 -0.8012 0.05 -0.13 -0.03
H -0.2624 3.3009 -1.4415 -0.02 0.02 -0.06
H 0.3711 1.4068 0.3551 0.04 0.13 -0.02
H 3.3257 1.4221 0.4672 -0.08 -0.11 0.09
H 2.2830 0.3832 1.4707 0.08 0.03 -0.06
H 1.5176 -0.8006 -0.6112 -0.01 0.00 -0.07
H 2.6152 0.2142 -1.5626 -0.08 0.00 -0.02
H 5.0784 0.0382 -1.2059 0.02 0.12 -0.07
H 6.9495 -1.4697 -0.6726 0.08 0.02 -0.03
H 6.5314 -3.5756 0.5441 0.06 -0.05 0.01
H 4.2330 -4.1615 1.2242 -0.01 -0.07 0.04
H 2.3669 -2.6539 0.6894 -0.12 -0.02 0.01
H -0.8342 -0.9684 0.5361 0.14 -0.03 0.02
H -2.2858 -2.9483 0.1937 0.07 -0.13 0.01
```
Positions in Å, forces in eV/Å.

Values from the calculation:
Energy relative to the best compared isomer or geometry (same formula, charge and spin) (kcal per mole): 24.3
Multiplicity: 1
Frontier orbital gap (eV): 9.0
HOMO level (eV): -8.31
SMILES: COc1ccc(OCCCC(=O)NCCc2ccccc2)cc1
E (a.u.): -1018.2867

Results of the Löwdin charge analysis, in e, for atoms 1 through 8: number 1, C, carries -0.093; number 2, O, carries -0.088; number 3, C, carries -0.282; number 4, C, carries -0.017; number 5, C, carries -0.015; number 6, C, carries -0.261; number 7, O, carries -0.089; number 8, C, carries -0.206


[4]
The following is a quantum chemistry calculation of a structure of composition C19H23NO4ReSb2 at a distorted geometry, from OMol25.

The geometry in XYZ format:
```
50
Properties=species:S:1:pos:R:3:forces:R:3
Re -1.0353 -0.6220 -0.9905 -0.45 -0.82 -0.60
O 0.1841 -4.2647 -2.1307 0.24 -0.59 0.20
C -0.3352 -3.2158 -2.1061 0.05 0.34 0.41
O -0.3781 -2.4141 -0.9287 0.02 0.07 -0.45
C -0.9654 -2.5283 -3.2636 -0.26 0.84 0.36
C -1.2257 -3.0362 -4.5103 -0.06 -0.25 -0.39
C -1.8896 -2.2150 -5.4230 0.02 -0.07 -0.04
C -2.2947 -0.9308 -5.0634 -0.12 -0.09 -0.39
C -1.9945 -0.4999 -3.7973 0.43 -0.38 0.77
N -1.3222 -1.2814 -2.9477 -0.20 -0.16 -0.59
C -2.3821 0.7899 -3.1614 0.48 -0.16 0.84
O -2.9152 1.6905 -3.6759 -0.41 0.61 -0.18
O -1.9872 0.8163 -1.7770 0.17 0.12 -0.52
H -0.9280 -4.0501 -4.7502 -0.03 0.07 -0.04
H -2.1105 -2.5861 -6.4149 0.00 -0.01 0.00
H -2.8421 -0.2836 -5.7373 0.03 -0.05 -0.01
C 2.8169 -1.1013 -1.7358 0.00 0.04 -0.05
Sb 1.5098 -0.1875 -0.3768 -0.43 0.24 0.28
C 1.8667 1.8741 -0.3269 0.20 0.06 -0.07
C 1.8890 -0.9981 1.5606 0.21 0.15 -0.13
C 1.9989 0.1644 2.5100 0.40 -0.43 -0.30
C 3.2375 0.7845 2.6760 0.14 -0.08 -0.08
C 3.3727 1.9210 3.4587 0.20 -0.13 -0.11
C 2.2554 2.4536 4.0725 -0.32 0.10 0.12
C 1.0264 1.8206 3.9272 0.00 0.30 0.22
C 0.8833 0.6696 3.1622 -0.72 -0.09 0.30
C -0.4703 -0.0173 3.1430 0.22 0.09 -0.12
Sb -1.6603 0.3869 1.4254 0.14 0.25 0.27
C -1.8020 2.4844 1.5216 -0.04 0.02 -0.13
C -3.5663 -0.2581 2.0472 -0.03 0.03 -0.05
H 3.8272 -0.8329 -1.4284 0.03 -0.07 -0.08
H 2.6235 -0.7379 -2.7418 0.04 -0.02 -0.04
H 2.6759 -2.1767 -1.6753 0.07 -0.08 -0.05
H 2.6733 2.0750 0.3784 -0.05 0.04 -0.05
H 0.9542 2.3663 -0.0068 -0.01 0.11 0.02
H 2.1392 2.1971 -1.3303 -0.01 0.08 0.04
H 2.8171 -1.5572 1.4389 0.02 0.00 0.21
H 1.0814 -1.6974 1.7591 0.02 -0.04 0.10
H 4.1157 0.3575 2.1908 -0.15 0.07 0.09
H 4.3455 2.3781 3.5959 -0.06 -0.04 -0.04
H 2.3385 3.3459 4.6830 -0.03 -0.10 -0.04
H 0.1593 2.2158 4.4483 0.09 -0.01 -0.01
H -1.1051 0.3664 3.9418 0.11 -0.05 0.12
H -0.4286 -1.1025 3.2428 0.14 0.05 0.10
H -2.3597 2.7368 2.4208 0.00 0.05 0.02
H -2.3267 2.8549 0.6438 0.01 0.05 0.01
H -0.8051 2.9151 1.5740 0.02 0.04 0.02
H -3.7695 0.2142 3.0065 -0.06 -0.03 0.02
H -3.5805 -1.3385 2.1519 -0.03 -0.07 0.03
H -4.3116 0.0545 1.3196 -0.04 -0.01 0.01
```
Positions in Å, forces in eV/Å.

Values from the calculation:
Charge: +2
Multiplicity: 2
Frontier orbital gap (spin up / spin down) (eV): 5.9 / 6.3
HOMO level (spin up / spin down) (eV): -14.29 / -14.33
E (a.u.): -1651.7164
⟨S²⟩: 0.76

Results of the Löwdin charge analysis, in e, for atoms 1 through 8: number 1, Re, carries 1.120; number 2, O, carries 0.238; number 3, C, carries -0.438; number 4, O, carries -0.316; number 5, C, carries -0.156; number 6, C, carries 0.078; number 7, C, carries 0.048; number 8, C, carries 0.078


[5]
The following is a quantum chemistry calculation of an isolated molecule of C19H23NO4S at a distorted geometry, from OMol25.

The geometry in XYZ format:
```
48
Properties=species:S:1:pos:R:3:forces:R:3
C 6.4359 0.2758 -0.1697 3.80 -4.40 -2.08
O 5.4982 0.0125 -1.1583 -4.65 -1.99 1.28
C 4.2127 -0.5132 -0.6389 -0.40 -0.41 -4.51
C 3.1940 -0.9946 -1.6981 -1.66 0.78 9.55
C 1.8705 -1.3168 -1.0695 1.60 0.05 -3.51
C 1.5660 -1.4371 0.4011 0.79 1.66 -8.77
S -0.0942 -1.6941 0.6377 3.87 0.40 8.37
O -0.0119 -2.0837 2.0548 -1.30 2.84 0.29
O -0.3914 -2.8322 0.0023 -3.28 -7.10 -6.95
N -0.9350 -0.5041 0.1069 0.13 2.66 1.33
C -0.5711 0.7776 0.6377 -0.80 1.30 -5.52
C 0.2470 0.9374 1.7238 -0.52 6.25 -0.41
C 0.5826 2.3384 2.0239 -0.99 -0.27 -5.30
C 0.4132 3.5278 1.0052 -0.25 -4.63 6.82
C -0.4399 3.1978 0.0379 0.14 -6.92 -0.07
C -0.8566 1.8495 -0.4612 7.48 2.72 13.54
O -1.6538 1.7481 -1.3564 -4.46 -1.03 -6.66
C -1.6131 0.4280 -1.8832 -3.29 5.83 -4.87
C -1.9110 -0.5091 -1.0502 -1.80 -13.37 12.31
C -3.3411 -0.8459 -0.2359 0.59 12.39 -6.49
C -4.3084 -0.8456 -1.3786 -0.61 -14.80 10.29
C -3.4538 -1.7687 0.7224 1.26 -4.42 7.02
C -3.6813 0.8928 0.4156 -10.25 -8.27 -2.82
C 2.6031 -0.9793 1.0426 -1.09 0.44 8.34
C 3.8247 -0.5596 0.6542 4.79 0.64 1.87
H 6.2588 1.1111 0.3784 -0.76 2.20 2.07
H 7.2993 0.4568 -0.8514 -0.06 0.34 0.95
H 6.8192 -0.7168 0.4088 -1.36 2.35 -0.81
H 3.5664 -0.8094 -2.6061 0.22 0.15 -3.95
H 1.0550 -1.4499 -1.8987 1.32 -0.14 1.89
H 0.3567 0.1616 2.3951 0.47 -1.28 1.44
H 1.0720 2.5536 2.8785 1.62 0.54 2.78
H 0.4798 4.5045 1.5218 0.45 -0.42 -1.14
H -0.5944 3.8550 -0.6142 -2.03 5.77 -5.37
H -2.4412 0.3355 -2.5363 -0.47 0.67 -1.85
H -0.7608 0.1594 -2.2983 4.32 -0.12 -2.53
H -1.6553 -1.6668 -1.2071 -0.64 2.33 -1.82
H -4.1234 -1.9511 -1.7535 -0.33 1.98 -0.60
H -4.3947 -0.2396 -1.9994 -0.52 9.97 -9.89
H -5.3196 -1.0608 -0.9671 0.29 0.59 -0.07
H -4.3890 -1.7379 1.3012 -0.18 -0.08 -0.76
H -2.7293 -1.6708 1.6211 -0.63 0.30 -1.46
H -3.2207 -2.7853 0.4334 -0.33 -0.53 -0.46
H -3.0261 0.9473 1.0254 8.29 1.52 7.80
H -4.7385 0.6651 1.0360 2.65 1.11 -1.95
H -3.6970 1.5282 -0.3466 -0.44 2.63 -2.88
H 2.3348 -0.8987 2.2323 1.18 -0.24 -2.71
H 4.6629 -0.3927 1.4807 -2.16 0.01 -1.76
```
Positions in Å, forces in eV/Å.

Values from the calculation:
Energy relative to the best compared isomer or geometry (same formula, charge and spin) (kcal per mole): 424.1
Multiplicity: 1
Frontier orbital gap (eV): 8.2
HOMO level (eV): -7.76
SMILES: COc1ccc(S(=O)(=O)N2c3ccccc3OC[C@@H]2C(C)(C)C)cc1
E (a.u.): -1491.0784

Results of the Löwdin charge analysis, in e, for atoms 1 through 8: number 1, C, carries -0.149; number 2, O, carries -0.121; number 3, C, carries -0.155; number 4, C, carries 0.085; number 5, C, carries 0.012; number 6, C, carries -0.301; number 7, S, carries 0.512; number 8, O, carries -0.280


Number 1: M 479.50 g/mol. Number 2: M 313.40 g/mol. Number 3: M 313.40 g/mol. Number 4: M 759.12 g/mol. Number 5: M 361.46 g/mol.